191
Properties=species:S:1:pos:R:3:forces:R:3:lowdin_charge:R:1 method="wB97M-V/def2-TZVPD" max_force_ev_per_a=4.84 e_lumo_ev=-8.93 e_homo_ev=-9.939 total_energy_ev=-86745.4608 charge=+4 gap_ha=0.0370
C -0.47498 -2.44016 -0.24165 -0.58 0.79 -0.35 -0.051
C -0.63737 -3.13321 1.10994 -0.34 0.58 -0.78 -0.138
N -0.58808 -2.11826 2.22994 -1.79 -0.12 1.67 -0.242
C 0.55547 -1.21041 2.13626 0.27 -0.55 0.33 -0.008
C -1.87952 -1.21177 2.27113 0.04 -1.19 -1.48 -0.150
C -2.22870 -0.59280 3.57509 -0.72 1.37 0.04 -0.063
C -0.50627 -2.85151 3.55487 0.89 0.14 -1.05 -0.100
C -1.67391 -3.74784 3.78088 -0.37 -0.10 0.28 -0.216
O -1.28960 -4.99602 3.28701 0.43 0.24 0.26 -0.185
C -2.22278 -6.02342 3.29394 -0.94 -0.85 -0.62 -0.099
H -1.25239 -1.66645 -0.51649 0.62 -0.77 0.86 0.113
H -0.53663 -3.13363 -1.05965 0.03 -0.70 -0.18 0.075
H 0.47853 -1.95357 -0.32807 0.52 0.20 -0.09 0.060
H 0.11211 -3.90483 1.34671 -0.05 0.49 -0.31 0.137
H -1.60572 -3.64662 1.09055 0.15 0.24 0.57 0.128
H 0.64470 -0.55845 2.98501 -0.59 0.42 0.40 0.109
H 0.42659 -0.65226 1.24838 0.49 0.79 -0.78 0.076
H 1.42860 -1.81469 2.20531 0.99 -0.34 -0.63 0.080
H -2.70433 -1.86126 1.90627 0.54 0.51 0.11 0.134
H -1.67847 -0.40684 1.56535 -0.06 -0.01 -0.20 0.094
H -2.54448 -1.27609 4.33687 -0.02 -0.42 0.51 0.071
H -3.11638 0.07021 3.38168 0.82 -0.54 0.05 0.115
H -1.44561 0.07937 3.93011 0.00 -0.12 0.11 0.075
H -0.42834 -2.07831 4.27516 -0.07 0.62 0.80 0.111
H 0.44581 -3.42168 3.61219 -0.62 0.23 -0.32 0.158
H -2.56828 -3.40107 3.22506 0.22 -0.07 0.57 0.127
H -1.85621 -3.71252 4.86877 -0.33 -0.46 -0.25 0.150
H -2.06738 -6.75968 4.05970 0.06 0.03 0.97 0.089
H -2.04212 -6.57677 2.39989 0.11 -0.47 -0.91 0.078
H -3.29251 -5.76217 3.24075 0.39 0.51 0.32 0.105
C 2.15408 1.83933 -2.28974 -0.25 -0.92 -2.65 -0.073
C 2.37729 3.07412 -3.19950 0.48 0.54 0.62 -0.115
N 3.81904 3.72147 -3.05963 -0.55 -2.27 0.99 -0.255
C 4.88982 2.70821 -3.50451 0.09 0.05 1.05 0.042
C 3.96024 4.84649 -3.94069 -0.55 2.85 0.07 -0.242
C 3.78339 4.66421 -5.43453 0.93 0.86 -0.52 -0.058
C 3.89218 4.19805 -1.56292 1.23 -1.75 -1.17 -0.054
C 5.09836 5.04892 -1.30515 0.56 0.01 -0.83 -0.225
O 6.29449 4.28130 -1.46427 -0.29 0.61 0.43 -0.197
C 7.36408 4.84324 -0.68227 -0.65 -0.34 0.95 -0.062
H 2.89824 1.02138 -2.40984 -0.43 0.54 -0.41 0.072
H 1.15111 1.41255 -2.61065 1.14 0.52 0.68 0.112
H 2.19017 2.01026 -1.25706 -0.49 0.65 1.58 -0.018
H 1.69666 3.91284 -2.91864 0.43 -0.64 -0.13 0.135
H 2.20853 2.88595 -4.26937 0.30 -0.20 0.46 0.113
H 4.86204 1.79838 -2.85800 -0.12 0.81 -0.65 0.114
H 5.88697 3.18575 -3.40986 -0.79 -0.26 0.00 0.109
H 4.67653 2.50634 -4.55806 0.00 -0.25 0.36 0.101
H 4.92623 5.36004 -3.74563 -0.37 -0.80 -0.35 0.135
H 3.24612 5.60994 -3.53173 0.16 -0.58 -0.63 0.152
H 2.95676 4.10665 -5.84949 -0.08 -0.41 0.29 0.081
H 4.72038 4.49106 -5.97604 -0.12 -0.92 0.37 0.097
H 3.64484 5.66604 -5.78981 -0.57 0.80 -0.16 0.082
H 3.97660 3.25476 -0.96852 -0.37 0.83 -0.32 0.148
H 2.98977 4.75875 -1.36759 -0.33 -0.09 0.03 0.132
H 4.94521 5.43297 -0.31019 0.34 0.08 0.71 0.106
H 5.13151 5.93786 -1.96898 0.02 -0.31 0.44 0.132
H 7.23813 5.93548 -0.63875 0.97 -0.14 -0.77 0.097
H 8.32885 4.36061 -0.93126 -0.59 0.89 -0.44 0.109
H 7.20461 4.59082 0.36825 -0.14 -0.39 0.20 0.081
C 2.69999 5.30311 2.02967 -0.60 -2.03 -0.01 -0.041
C 3.21879 4.07602 2.80933 -0.31 -1.31 -1.03 -0.144
N 2.25377 3.48480 3.86196 1.08 0.10 1.02 -0.229
C 2.73590 2.09668 4.26232 -0.20 0.33 0.99 0.021
C 2.22637 4.39049 5.09336 1.10 -1.61 1.33 -0.139
C 3.58190 4.62141 5.80976 0.39 -0.13 -0.57 -0.054
C 0.87470 3.38224 3.26629 -0.99 -0.55 0.75 -0.129
C -0.25388 2.86035 4.18838 0.29 1.97 -1.01 -0.182
O -0.79625 3.99069 4.88940 1.22 0.29 -0.13 -0.219
C -2.13841 3.74823 5.18943 0.49 -1.11 -0.09 -0.101
H 1.82304 4.99678 1.40926 0.63 0.33 0.45 0.088
H 3.52213 5.52054 1.35044 -0.07 0.67 0.18 0.058
H 2.40690 6.07649 2.71774 0.17 0.75 -0.13 0.070
H 4.18619 4.27000 3.27249 -0.27 0.03 0.34 0.117
H 3.39554 3.23517 2.08479 -0.33 0.63 0.63 0.109
H 2.13331 1.72370 5.11790 0.38 0.49 -0.52 0.112
H 3.80067 2.01329 4.52607 -0.40 0.68 -0.11 0.113
H 2.59331 1.45599 3.43510 -0.23 -0.65 -1.12 0.055
H 1.54544 3.94807 5.85996 0.16 0.37 -1.06 0.141
H 1.89027 5.32074 4.74384 -0.90 1.19 -0.27 0.089
H 4.22720 3.75112 5.93384 -0.53 -0.43 0.21 0.073
H 3.41494 5.05134 6.80603 -0.06 -0.06 -0.39 0.094
H 4.25432 5.26947 5.24752 -0.32 0.48 0.02 0.071
H 0.93073 2.72308 2.39411 0.21 0.04 -0.30 0.021
H 0.53958 4.36276 2.95513 0.15 0.06 -0.13 0.106
H 0.04772 2.09965 4.86534 0.39 -0.76 0.94 0.101
H -1.03797 2.45202 3.55320 0.28 -0.04 -0.24 0.085
H -2.49572 4.46137 5.90846 -0.08 0.27 0.44 0.085
H -2.08812 2.72262 5.60990 -1.27 0.40 -0.01 0.102
H -2.70376 3.83524 4.25804 -0.39 -0.41 0.07 0.085
C -5.54877 8.53079 0.62146 0.16 1.47 -1.34 -0.072
C -5.52634 9.32948 1.89102 0.01 0.40 1.24 -0.159
N -4.25917 9.19687 2.75554 1.31 -1.85 -1.65 -0.254
C -3.19176 9.95114 1.98779 1.26 -0.11 0.09 0.005
C -4.49496 9.72745 4.11827 -0.83 2.12 0.76 -0.162
C -5.57454 8.96150 4.90336 2.26 -0.27 1.25 -0.041
C -3.77748 7.68426 2.70990 0.28 0.73 -1.52 -0.059
C -2.69801 7.28173 3.68938 -1.79 -0.50 1.65 -0.223
O -1.62102 8.14937 3.60398 0.22 -0.29 -0.39 -0.205
C -0.59040 7.84554 4.50982 0.73 -0.61 -0.09 -0.073
H -4.59454 8.57886 0.03062 -1.06 -0.38 0.54 0.100
H -6.34777 8.96182 -0.01443 0.55 0.17 0.22 0.109
H -5.95456 7.57739 0.80855 0.31 -1.58 0.09 0.067
H -6.35025 8.95418 2.54818 0.53 0.96 -0.78 0.130
H -5.49734 10.42138 1.69705 -0.82 -0.66 0.21 0.140
H -3.45300 11.01517 1.89828 0.05 -0.47 0.05 0.120
H -2.97510 9.47538 1.00853 -0.97 0.46 0.40 0.109
H -2.20357 9.78819 2.44633 -0.72 0.49 0.45 0.101
H -4.82398 10.80925 4.00552 -0.04 -1.23 -0.31 0.156
H -3.55929 9.92465 4.66079 -0.01 -0.98 -0.26 0.140
H -5.25036 7.96217 5.22897 0.10 0.28 -0.17 0.083
H -6.44782 8.82666 4.37186 -1.85 -0.14 -1.17 0.037
H -5.85948 9.47811 5.81731 0.25 0.29 -0.05 0.100
H -3.44378 7.58068 1.63653 -0.27 -0.11 1.31 0.140
H -4.63184 7.03622 2.84716 -0.33 0.04 0.13 0.133
H -2.48211 6.16480 3.53647 0.08 1.48 -0.01 0.151
H -3.21519 7.38040 4.72557 1.08 -0.33 -1.15 0.142
H -0.92352 7.91132 5.51351 -0.74 0.28 1.26 0.075
H 0.16824 8.63765 4.41202 0.06 -0.79 -0.31 0.110
H -0.27275 6.76822 4.44054 0.24 1.02 -0.51 0.096
C -7.74461 -11.30455 -9.75658 0.60 -0.35 -1.56 -0.067
C -7.24593 -10.65975 -8.47707 -2.71 -2.09 0.65 -0.262
N -6.34486 -9.49153 -8.55835 -0.65 -1.20 1.89 -0.222
C -5.06100 -9.90275 -9.31515 -2.04 1.85 1.21 0.082
C -7.23026 -8.50802 -9.30094 1.42 1.20 0.48 -0.171
C -6.80411 -7.09154 -9.22430 1.82 1.26 4.30 -0.060
C -5.92781 -9.23515 -6.96810 1.26 1.65 -2.92 -0.059
C -7.03599 -8.98702 -6.06239 -1.35 -2.51 2.12 -0.053
O -6.36006 -9.24304 -4.59487 -0.15 -0.42 -4.19 -0.057
C -6.89402 -8.62935 -3.64961 -1.84 3.59 2.58 -0.022
H -8.17738 -10.58892 -10.48968 0.91 -0.53 0.10 0.096
H -8.60900 -11.96993 -9.63378 0.37 0.06 0.80 0.104
H -6.90510 -11.97421 -10.09491 -1.05 0.86 -0.65 0.108
H -6.71600 -11.50677 -8.02604 -0.14 0.55 0.81 0.140
H -8.25026 -10.40997 -7.96307 2.13 -0.07 -0.10 0.150
H -4.52721 -8.95355 -9.36650 0.85 -0.69 0.14 0.118
H -5.38944 -10.18846 -10.27598 -0.18 -0.33 -1.18 0.090
H -4.72964 -10.76417 -8.77355 1.07 -0.06 0.21 0.109
H -8.22316 -8.55947 -8.90167 -0.53 -0.55 -0.01 0.134
H -7.14472 -8.82269 -10.33775 -0.45 -0.08 0.05 0.134
H -5.83552 -6.88470 -9.61915 0.23 0.50 -1.03 0.078
H -6.71423 -6.52589 -8.14945 0.34 -2.36 -1.20 0.140
H -7.57512 -6.41586 -9.33713 -1.72 1.29 -2.32 0.060
H -5.35718 -8.26909 -6.99126 0.27 -1.36 -0.18 0.149
H -5.39962 -10.13309 -6.63252 0.26 0.34 -0.50 0.145
H -7.78279 -9.87557 -6.12700 0.80 2.20 0.50 0.160
H -7.36480 -7.95821 -6.07237 -0.63 -0.06 0.23 0.120
H -7.35697 -7.56114 -3.58233 0.76 -1.82 -1.22 0.130
H -6.80867 -9.03238 -2.67903 0.29 -0.93 0.92 0.071
H 1.24176 2.02107 0.89594 0.11 0.00 -0.26 0.133
C 3.64907 -4.08974 1.75639 0.73 0.99 1.63 -0.074
C 5.16584 -4.10162 1.87133 -0.48 -1.01 0.06 -0.176
N 5.85221 -4.77756 0.72026 0.84 -0.18 -0.58 -0.254
C 5.21090 -4.32756 -0.60251 1.36 -0.44 0.75 0.044
C 7.41900 -4.43742 0.80284 -2.22 0.26 -0.78 -0.095
C 7.65633 -3.07076 0.17252 1.12 0.25 0.57 -0.062
C 5.71021 -6.24138 0.98598 -0.36 -1.80 -0.16 -0.105
C 6.16334 -7.18800 -0.13486 -1.80 -0.58 1.16 -0.225
O 5.05775 -7.47109 -0.98289 1.00 -1.25 -0.99 -0.181
C 5.37642 -8.70793 -1.71964 0.25 1.01 -0.87 -0.063
H 3.32410 -3.89612 2.80813 -0.02 0.17 -0.84 0.106
H 3.31269 -5.08015 1.55672 -0.72 -0.52 -0.67 0.058
H 3.34346 -3.25157 1.12291 -0.38 -0.47 0.00 0.062
H 5.44290 -4.72920 2.73079 0.19 0.70 -0.03 0.136
H 5.53374 -3.10771 1.89999 0.36 0.91 0.43 0.107
H 5.81653 -4.63551 -1.45435 -0.30 -0.78 0.16 0.117
H 5.29130 -3.26902 -0.64857 -0.40 1.01 0.38 0.081
H 4.18207 -4.63490 -0.59511 -0.16 -0.33 -0.31 0.101
H 7.91224 -5.21862 0.25325 0.20 -0.28 -0.19 0.106
H 7.64155 -4.55355 1.87216 0.08 0.41 -0.37 0.140
H 8.74728 -2.86540 0.29553 -0.77 -0.05 -0.32 0.108
H 7.14755 -2.30587 0.75558 -0.06 0.17 -0.09 0.078
H 7.37136 -2.94731 -0.89604 0.38 -0.45 0.83 0.093
H 4.59789 -6.51154 1.13687 1.92 0.58 0.26 0.162
H 6.40168 -6.50370 1.84732 -1.28 0.61 -0.59 0.159
H 6.42068 -8.15062 0.31818 0.31 0.22 0.37 0.133
H 7.03923 -6.81712 -0.59712 0.88 0.36 -1.16 0.104
H 5.37619 -9.62889 -1.14472 -0.10 0.22 0.59 0.093
H 6.32388 -8.63406 -2.26684 0.35 0.25 0.65 0.094
H 4.72875 -8.83374 -2.57030 -1.01 0.22 0.14 0.080
N 3.49932 -0.18403 0.95836 0.32 -1.42 -1.31 -0.590
O 3.56161 1.02650 1.11830 0.12 0.52 0.02 -0.080
O 3.64909 -0.97009 1.93800 -0.23 0.28 -0.35 -0.094
O 3.31425 -0.67848 -0.21918 0.12 0.51 1.61 -0.099
C -3.24753 2.51686 0.95313 -0.13 0.33 0.19 -0.020
C -1.76396 2.75174 1.32194 -1.53 0.41 -0.22 -0.797
O -1.07575 1.73021 1.32218 1.10 -1.96 0.15 -0.101
O -1.39818 3.89568 1.62106 0.03 1.08 0.16 -0.048
H -3.60522 1.56072 1.38448 0.14 0.45 -0.54 0.060
H -3.36800 2.57254 -0.13243 0.08 -0.49 0.04 0.070
H -3.86033 3.33649 1.31950 -0.10 0.05 0.28 0.052